No. 1
C42H102N2O26S8 | ωB97M-V/def2-TZVPD

Results
largest force on an atom	4.47	eV/A
total charge	0
SMILES	CC1(C)CCCC(C)(C)N1O.CC1(C)CCCC(C)(C)N1O.CCOS(C)(=O)=O.CCOS(C)(=O)=O.CCOS(C)(=O)=O.CCOS(C)(=O)=O.CCOS(C)(=O)=O.CCOS(C)(=O)=O.CCOS(C)(=O)=O.CCOS(C)(=O)=O
E_LUMO	-0.018	eV
ΔE to the lowest compared entry with this formula, charge and spin	79.60	kcal/mol
DFT total energy	-188094.20012	eV
HOMO-LUMO gap	7.792	eV
HOMO level	-7.81	eV

```
180
Properties=species:S:1:pos:R:3:mulliken_charge:R:1
C 7.0881 -5.7366 -2.0328 -2.11
C 5.6499 -5.1940 -1.7974 1.70
C 4.8420 -6.3803 -1.2970 -1.45
C 5.7982 -4.1249 -0.7001 -2.04
C 4.6367 -3.1997 -0.5448 1.68
C 4.2516 -2.5765 -1.8574 -0.92
C 4.1334 -3.4855 -3.0529 2.01
C 2.7648 -4.1952 -3.1354 -1.57
C 4.3799 -2.6588 -4.2960 -2.16
N 5.1795 -4.5457 -3.0100 0.47
O 5.2063 -5.4077 -4.1320 -0.50
H 7.6728 -5.1134 -2.7096 0.44
H 7.6535 -5.9408 -1.1236 0.38
H 6.9773 -6.7407 -2.4422 0.43
H 4.8004 -7.1758 -2.0411 0.39
H 5.2232 -6.6799 -0.3208 0.44
H 3.7815 -6.2012 -1.1202 0.07
H 5.8608 -4.6568 0.2492 0.54
H 6.7663 -3.6346 -0.8019 0.36
H 3.8299 -3.7739 -0.0895 -0.76
H 5.0503 -2.4153 0.0890 -0.22
H 4.9070 -1.7198 -2.0145 0.49
H 3.2537 -2.1480 -1.7643 -0.14
H 2.6164 -4.8593 -2.2840 0.15
H 2.6336 -4.8340 -4.0088 0.43
H 1.9743 -3.4503 -3.2274 0.30
H 4.4150 -3.3331 -5.1517 0.47
H 5.3503 -2.1653 -4.3508 0.48
H 3.5391 -1.9776 -4.4270 0.29
H 6.0772 -5.2710 -4.5121 0.34
C -4.4930 5.7596 -2.6735 -1.84
C -3.2606 6.3857 -2.0181 1.08
C -2.2294 6.8511 -3.1966 -1.37
C -3.7958 7.5696 -1.1526 -1.11
C -2.7008 8.1301 -0.1701 -0.78
C -2.1341 7.0017 0.7059 -1.46
C -1.6312 5.7295 -0.0375 2.26
C -0.2573 6.2059 -0.6167 -1.70
C -1.5493 4.5231 0.8915 -2.01
N -2.5664 5.3782 -1.1018 -0.30
O -2.2012 4.2582 -1.7375 1.17
H -4.0872 4.9848 -3.3240 0.28
H -4.9996 5.2274 -1.8685 0.33
H -5.0713 6.5536 -3.1460 0.50
H -1.8698 6.0130 -3.7936 0.17
H -2.8526 7.4947 -3.8174 0.49
H -1.3758 7.4161 -2.8220 0.30
H -4.1729 8.3343 -1.8316 0.50
H -4.6265 7.3071 -0.4975 0.36
H -1.8869 8.6065 -0.7165 0.30
H -3.2467 8.9573 0.2836 0.44
H -2.8506 6.9026 1.5213 0.41
H -1.3019 7.3136 1.3369 0.54
H -0.3028 7.1742 -1.1153 0.35
H 0.2682 5.4037 -1.1348 0.03
H 0.5249 6.3295 0.1323 0.49
H -2.3365 3.7889 0.7197 0.29
H -1.5925 4.7926 1.9468 0.50
H -0.6151 3.9965 0.6965 0.11
H -2.7536 3.6084 -1.2968 -0.27
C -6.2604 2.7215 4.9797 -1.20
C -5.1380 1.6012 5.0382 0.11
O -3.9234 1.7250 5.8673 -0.36
S -2.6878 2.7069 5.3113 1.21
C -1.7224 1.5468 4.1807 -0.64
O -3.1614 3.7690 4.4583 -0.57
O -1.8102 2.9804 6.4321 -0.66
H -5.7840 3.5780 4.5027 0.30
H -6.5826 2.9096 6.0038 0.34
H -7.0987 2.3644 4.3815 0.35
H -5.6137 0.7472 5.5206 0.44
H -4.9632 1.3076 4.0032 -0.15
H -2.3417 1.6001 3.2854 0.04
H -1.7362 0.5640 4.6519 0.36
H -0.7342 2.0062 4.2050 0.31
C 3.7429 -3.4829 3.7918 -0.92
C 3.0984 -4.7302 3.3269 -0.14
O 1.8572 -4.3614 2.8367 -0.21
S 0.8565 -5.5848 2.4196 1.01
C 1.6587 -5.8927 0.7205 -0.97
O 1.1681 -6.7622 3.2320 -0.66
O -0.4685 -5.0462 2.2449 -0.33
H 3.0058 -3.0880 4.4910 0.20
H 3.8399 -2.8684 2.8968 -0.03
H 4.6969 -3.7469 4.2482 0.53
H 3.7316 -5.0725 2.5084 0.10
H 3.1117 -5.4538 4.1420 0.37
H 1.1728 -6.7755 0.3051 0.60
H 2.6848 -6.1401 0.9923 0.33
H 1.6031 -4.9718 0.1399 0.07
C 4.7647 -0.1934 1.6870 -0.62
C 4.1723 0.6800 2.8138 -0.33
O 3.6743 -0.1354 3.8957 -0.20
S 2.5655 0.4735 5.0191 1.02
C 3.7771 1.5291 6.1144 -1.05
O 1.6422 1.2762 4.2550 -0.49
O 2.1279 -0.6741 5.7055 -0.60
H 5.3879 -0.9105 2.2214 0.44
H 5.1787 0.3931 0.8668 0.42
H 3.9811 -0.8224 1.2648 -0.38
H 4.9895 1.2366 3.2724 0.38
H 3.4485 1.3480 2.3468 0.30
H 4.3113 2.2647 5.5130 0.35
H 4.4569 0.7823 6.5244 0.35
H 3.2031 2.1060 6.8396 0.41
C -0.9845 -2.7998 -4.2796 -1.34
C -1.7505 -2.6706 -2.9885 1.45
O -2.8104 -3.6042 -3.0848 -0.52
S -2.5372 -5.1908 -2.5415 1.13
C -2.8791 -5.0738 -0.7774 -0.45
O -3.5866 -6.0161 -3.1025 -0.65
O -1.1263 -5.6231 -2.7007 -0.56
H -0.3129 -1.9421 -4.2430 0.31
H -1.5495 -2.7009 -5.2066 0.33
H -0.3358 -3.6752 -4.2485 0.34
H -1.0586 -2.9432 -2.1917 -0.17
H -1.9456 -1.6025 -2.8926 -0.36
H -3.2015 -6.0395 -0.3880 0.50
H -3.5923 -4.2835 -0.5431 0.16
H -1.9728 -4.7100 -0.2933 -0.13
C -6.6032 -0.1579 2.2288 -0.82
C -6.0824 -1.6191 2.0980 0.01
O -5.6193 -2.0185 3.4313 -0.39
S -4.0012 -1.8623 3.8032 1.10
C -3.5754 -3.6084 3.2169 -0.80
O -3.3079 -0.9135 2.9325 -0.04
O -3.7918 -1.8464 5.2689 -0.67
H -7.2858 0.0317 3.0571 0.31
H -7.2264 0.0043 1.3493 0.47
H -5.8050 0.5830 2.1850 -0.02
H -6.9975 -2.1690 1.8782 0.41
H -5.3151 -1.7879 1.3424 -0.01
H -2.5216 -3.8759 3.2938 0.23
H -3.7889 -3.7258 2.1544 0.06
H -4.0085 -4.3574 3.8798 0.46
C 4.0294 4.8340 -2.0053 -1.07
C 3.4198 4.2566 -3.3426 -0.29
O 3.0453 2.9736 -3.1038 -0.23
S 1.9770 2.2735 -4.1774 1.09
C 0.4034 2.9419 -3.4652 -0.57
O 2.2298 2.8438 -5.5423 -0.67
O 2.0401 0.8522 -3.9765 -0.43
H 3.1757 4.9973 -1.3476 0.15
H 4.6105 5.7523 -2.0893 0.40
H 4.5452 4.0337 -1.4747 0.28
H 2.7195 4.9264 -3.8415 0.43
H 4.2585 4.1836 -4.0350 0.31
H -0.3003 2.5122 -4.1781 0.18
H 0.4534 4.0301 -3.4264 0.28
H 0.1725 2.5418 -2.4780 0.09
C 2.0427 0.8673 -0.5573 -0.08
C 0.9356 0.9059 0.4962 1.17
O -0.0960 -0.0794 0.3023 0.65
S 0.1547 -1.6938 0.6565 0.19
C 0.1547 -1.5690 2.5508 0.43
O -1.0513 -2.3725 0.1649 0.01
O 1.5217 -2.0492 0.2290 -0.42
H 2.7139 1.7252 -0.5190 0.60
H 1.5609 0.8219 -1.5340 -0.18
H 2.6772 -0.0129 -0.4535 -0.57
H 1.3520 0.9259 1.5034 -0.67
H 0.4807 1.8893 0.3769 -0.55
H 0.7869 -2.3254 3.0159 0.04
H -0.7713 -1.4617 3.1157 0.00
H 0.7749 -0.6808 2.6717 -0.62
C -2.9066 1.0287 -4.8837 -1.22
C -3.8323 0.6782 -3.7107 -0.24
O -3.4708 1.4403 -2.6021 -0.25
S -4.3062 1.2553 -1.1759 1.21
C -3.0375 0.2062 -0.2816 0.70
O -4.3033 2.5327 -0.4362 -0.68
O -5.4964 0.4861 -1.4234 -0.67
H -3.2476 0.4752 -5.7585 0.47
H -1.8743 0.7074 -4.7451 0.11
H -3.0050 2.0860 -5.1299 0.36
H -4.8680 0.9412 -3.9255 0.36
H -3.8980 -0.3994 -3.5605 0.37
H -2.1417 0.7780 -0.0394 -0.21
H -2.7637 -0.6724 -0.8657 -0.33
H -3.5198 -0.0952 0.6483 -0.15
```

No. 2
C42H105Cl2O27P3S | ωB97M-V/def2-TZVPD

Results
largest force on an atom	2.66	eV/A
total charge	0
E_LUMO	-0.702	eV
DFT total energy	-164276.42434	eV
HOMO-LUMO gap	6.519	eV
HOMO level	-7.22	eV

```
180
Properties=species:S:1:pos:R:3:mulliken_charge:R:1
C 0.9907 -1.3591 4.2404 -0.84
C 1.0816 -0.7244 3.0105 -0.35
C 0.4150 -1.2987 1.8030 0.30
C 1.0963 -2.1809 0.9828 0.26
C 0.4870 -2.7025 -0.1578 0.46
C -0.8246 -2.3632 -0.5010 0.15
C -1.4483 -2.9716 -1.7387 1.70
C -2.1110 -4.3430 -1.3954 -0.79
C -3.6446 -4.3354 -1.4845 -0.85
C -4.1781 -3.9183 -2.8662 -0.68
C -1.4944 -1.4489 0.3366 0.24
C -2.8981 -1.0057 -0.0715 -1.05
C -2.7754 0.3048 -0.9409 -1.12
C -3.2361 0.1487 -2.4109 -0.02
C -2.1579 0.5826 -3.4297 -1.07
S -2.1062 -0.3877 -4.9157 1.04
O -1.2455 0.2750 -5.8541 -0.61
O -1.7351 -1.7543 -4.6913 -0.45
Cl -3.9906 -0.3775 -5.6884 -0.20
C -0.8889 -0.9122 1.4859 0.45
P -1.8997 0.3307 2.3996 0.31
O -1.0323 0.9535 3.6390 0.14
Cl -3.3169 -0.8633 3.4044 -0.37
C 1.3576 -3.6205 -0.9779 -0.36
O 0.9654 -4.6035 -1.5598 -0.48
C 2.8083 -3.2029 -1.0268 -0.09
C 3.4711 -3.3836 -2.3659 -1.70
C 2.8064 -2.4403 -3.4018 0.07
C 3.7039 -1.3080 -3.9635 -0.98
O 5.0717 -1.4003 -3.5986 -0.17
C 5.9253 -1.6462 -4.6954 -0.80
C 3.3698 -2.6806 0.0679 1.53
P 5.0965 -2.0908 0.0675 -0.35
P 5.2148 -0.4212 1.4569 0.71
O 4.5222 -0.6288 2.7311 -0.58
O 4.7091 0.9657 0.7660 -0.20
O 6.7913 -0.2082 1.7329 -0.53
C 2.5033 -2.5698 1.2814 -0.11
O 2.8812 -2.8045 2.4001 -0.58
H 0.3984 -0.8911 5.0254 0.10
H 1.4871 -2.2983 4.4741 0.25
H 1.6973 0.1725 2.9105 0.44
H -2.1719 -2.2716 -2.1378 -2.39
H -0.7008 -3.1650 -2.5027 0.74
H -1.7023 -5.1402 -2.0210 0.60
H -1.8504 -4.6261 -0.3710 0.45
H -4.0068 -5.3506 -1.2976 0.53
H -4.0752 -3.7178 -0.6924 0.24
H -5.1865 -3.5064 -2.7700 0.31
H -4.2370 -4.7701 -3.5461 0.46
H -3.5625 -3.1641 -3.3630 -0.25
H -3.4936 -0.7302 0.7906 0.36
H -3.3755 -1.7582 -0.6846 -0.14
H -1.7243 0.6065 -0.9663 0.53
H -3.3114 1.1139 -0.4472 0.39
H -4.0721 0.8363 -2.5568 0.56
H -3.6451 -0.8380 -2.6356 -0.02
H -2.3729 1.6014 -3.7574 0.45
H -1.1462 0.6079 -3.0212 0.48
H -1.2152 0.4558 4.4500 0.18
H 3.2367 -4.4082 -2.6684 0.22
H 4.5549 -3.3210 -2.3252 0.98
H 1.9240 -1.9684 -2.9609 -0.12
H 2.4245 -3.0446 -4.2247 0.45
H 3.2967 -0.3311 -3.6903 0.41
H 3.6427 -1.3504 -5.0559 0.41
H 5.7464 -0.9956 -5.5558 0.40
H 6.9484 -1.4425 -4.3660 0.21
H 5.8998 -2.7070 -4.9717 0.17
H 5.2181 -1.4398 -1.1802 -0.01
H 5.4032 1.6244 0.9166 0.25
H 7.2024 -0.0048 0.8692 0.38
C -0.6517 -8.3320 -2.2242 -0.71
O -0.8378 -6.9518 -1.9363 -0.35
H -1.6330 -8.7818 -2.3567 0.26
H -0.0735 -8.4637 -3.1432 0.26
H -0.1387 -8.8355 -1.3999 0.24
H 0.0308 -6.5504 -1.8184 0.19
C 3.6512 1.2414 6.3893 -0.81
O 2.6320 0.6039 5.6212 -0.40
H 3.1892 1.6513 7.2857 0.28
H 4.4198 0.5227 6.6814 0.33
H 4.1139 2.0538 5.8223 0.31
H 3.0510 0.2416 4.8301 0.28
C 3.1186 -6.5193 2.1863 -0.22
O 4.3048 -6.6238 1.4071 -0.56
H 2.5753 -7.4586 2.1079 0.24
H 3.3707 -6.3361 3.2340 0.34
H 2.4900 -5.7058 1.8114 -0.09
H 4.7756 -5.7888 1.4855 0.30
C 4.6522 -5.1009 -6.8015 -0.58
O 5.0168 -5.3828 -5.4508 -0.46
H 4.3965 -4.0464 -6.8729 0.20
H 5.4907 -5.3141 -7.4693 0.31
H 3.7878 -5.7026 -7.0916 0.29
H 5.2421 -6.3160 -5.4090 0.27
C -0.6737 -7.9452 3.0351 -0.47
O -0.9496 -6.5574 3.1909 -0.47
H -1.6226 -8.4631 2.9221 0.26
H -0.0648 -8.1170 2.1428 0.14
H -0.1572 -8.3305 3.9187 0.27
H -0.1114 -6.0980 3.2912 0.28
C 3.3682 4.6152 -0.4449 0.02
O 2.9555 3.2506 -0.4312 -0.32
H 2.6830 5.1765 -1.0765 -0.02
H 3.3476 5.0269 0.5689 0.05
H 4.3786 4.7023 -0.8550 0.14
H 3.5680 2.7642 0.1283 0.21
C 3.2991 6.3550 -3.9812 -0.60
O 2.9912 7.0752 -2.7884 -0.48
H 4.2967 5.9355 -3.8707 0.29
H 2.5807 5.5480 -4.1338 0.21
H 3.2838 7.0238 -4.8446 0.30
H 2.1095 7.4429 -2.8947 0.26
C 2.6954 6.3981 3.3554 -0.43
O 3.9480 6.4833 2.6704 -0.54
H 2.3782 5.3577 3.3529 0.06
H 2.8059 6.7383 4.3889 0.36
H 1.9487 7.0024 2.8429 0.27
H 4.2174 7.4050 2.6765 0.28
C 0.2855 3.7058 5.8224 -0.56
O 0.0997 2.3445 6.1786 -0.42
H -0.6765 4.2083 5.9001 0.27
H 0.9943 4.1929 6.4992 0.33
H 0.6479 3.7914 4.7935 0.16
H 0.9548 1.9030 6.1105 0.23
C -4.0565 3.0840 4.9869 -0.53
O -4.5383 2.2344 3.9425 -0.52
H -4.5704 4.0393 4.9105 0.28
H -4.2679 2.6436 5.9629 0.28
H -2.9800 3.2438 4.8801 0.19
H -4.0769 1.3931 4.0146 0.22
C -6.7038 2.5665 8.1198 -0.45
O -5.4631 3.2267 8.3795 -0.49
H -6.8936 2.6121 7.0496 0.21
H -6.6464 1.5188 8.4279 0.28
H -7.5194 3.0597 8.6499 0.20
H -5.3034 3.1786 9.3253 0.27
C -3.6145 4.8188 1.6884 -0.53
O -4.6876 3.9263 1.4346 -0.53
H -3.6685 5.6259 0.9601 0.28
H -3.6902 5.2447 2.6936 0.22
H -2.6504 4.3113 1.5840 0.20
H -4.6265 3.2168 2.0874 0.37
C 7.0057 1.8080 -1.9593 -0.43
O 7.1089 0.6824 -1.0845 -0.41
H 6.4544 2.5873 -1.4395 0.07
H 7.9971 2.1831 -2.2199 0.31
H 6.4648 1.5334 -2.8664 0.20
H 7.5939 -0.0066 -1.5492 0.25
C 0.9397 4.8558 -7.1235 -0.51
O 0.6024 5.5788 -5.9427 -0.46
H 1.9380 4.4469 -6.9888 0.20
H 0.2387 4.0344 -7.2895 0.25
H 0.9396 5.5147 -7.9955 0.28
H -0.2801 5.9387 -6.0645 0.26
C 0.5209 7.8777 -0.1059 -0.58
O 0.7440 6.8316 0.8309 -0.41
H -0.1301 8.6126 0.3612 0.28
H 1.4640 8.3589 -0.3816 0.24
H 0.0338 7.4932 -1.0075 0.23
H 1.3208 6.1870 0.4088 0.22
C -7.3709 -0.3035 -4.0855 -0.33
O -7.0752 0.2225 -2.7941 -0.47
H -6.5859 -1.0093 -4.3443 -0.01
H -8.3307 -0.8258 -4.0804 0.30
H -7.3915 0.4986 -4.8287 0.26
H -7.7685 0.8463 -2.5638 0.27
C -7.6272 5.8110 9.9404 -0.52
O -8.5897 4.7677 9.8057 -0.51
H -6.6738 5.3551 10.1924 0.18
H -7.5190 6.3621 9.0035 0.26
H -7.9146 6.5019 10.7372 0.30
H -9.4295 5.1767 9.5810 0.29
C -3.9332 -4.0198 -6.8741 -0.25
O -5.2882 -4.3909 -6.6277 -0.51
H -3.6116 -3.3666 -6.0677 -0.14
H -3.2899 -4.9034 -6.8926 0.30
H -3.8510 -3.4835 -7.8236 0.33
H -5.5681 -4.9686 -7.3421 0.28
```

> The lowest HOMO-LUMO gap belongs to which entry?

C42H105Cl2O27P3S

> Which of these has the highest DFT total energy?

C42H105Cl2O27P3S

> Which of these has the highest HOMO-LUMO gap?

C42H102N2O26S8